Entry 1:
H4O2 | ωB97M-V with the def2-TZVPD basis set

The calculation puts the HOMO energy at -11.42 eV. The SMILES is O.O. The calculation puts the gap between HOMO and LUMO at 12.0 eV. The energy relative to the best compared isomer or geometry (same formula, charge and spin) comes out at 9.17 kcal per mole. As for the electronic energy: -152.86032 a.u.

Geometry as ORCA input:
```
! RIJCOSX wB97M-V def2-TZVPD def2/J DEFGRID3
* xyz 0 1
O -1.29859 1.05226 0.77549
O 0.95979 -0.56032 -1.12178
H -0.60851 0.43896 0.38568
H 1.18982 -1.29822 -0.54643
H -1.72531 0.26760 1.15488
H 1.48279 0.09972 -0.64784
*
```

***

Entry 2:
H4O2 | ωB97M-V with the def2-TZVPD basis set

The calculation puts the HOMO energy at -10.82 eV. The SMILES is O.O. The calculation puts the gap between HOMO and LUMO at 11.5 eV. The energy relative to the best compared isomer or geometry (same formula, charge and spin) comes out at 6.77 kcal per mole. As for the electronic energy: -152.86415 a.u.

Geometry as ORCA input:
```
! RIJCOSX wB97M-V def2-TZVPD def2/J DEFGRID3
* xyz 0 1
O 1.43351 0.64538 -0.46694
O -0.96169 -0.21841 0.75852
H 1.30174 0.30407 -1.42995
H 0.53330 0.66441 -0.06565
H -0.87243 -1.00268 1.23037
H -1.43443 -0.39278 -0.02635
*
```

***

Entry 3:
H4O2 | ωB97M-V with the def2-TZVPD basis set

The calculation puts the HOMO energy at -11.01 eV. The SMILES is O.O. The calculation puts the gap between HOMO and LUMO at 11.7 eV. The energy relative to the best compared isomer or geometry (same formula, charge and spin) comes out at 11.34 kcal per mole. As for the electronic energy: -152.85687 a.u.

Geometry as ORCA input:
```
! RIJCOSX wB97M-V def2-TZVPD def2/J DEFGRID3
* xyz 0 1
O 0.03645 1.21965 -0.13897
O -0.29636 -1.49602 0.02002
H -0.75720 -1.70468 0.80785
H 0.56005 0.75175 -0.93214
H 0.75654 1.72447 0.12109
H -0.29947 -0.49516 0.12215
*
```

***

Entry 4:
H4O2 | ωB97M-V with the def2-TZVPD basis set

The calculation puts the HOMO energy at -10.72 eV. The SMILES is O.O. The calculation puts the gap between HOMO and LUMO at 11.3 eV. The energy relative to the best compared isomer or geometry (same formula, charge and spin) comes out at 2.72 kcal per mole. As for the electronic energy: -152.87061 a.u.

Geometry as ORCA input:
```
! RIJCOSX wB97M-V def2-TZVPD def2/J DEFGRID3
* xyz 0 1
O -1.47189 -0.08007 -0.03104
O 1.30400 -0.02003 -0.08224
H -1.53005 0.79430 0.40122
H -0.47799 -0.12211 -0.16294
H 1.82641 0.75224 0.03266
H 1.52478 -0.62364 0.63532
*
```

***

Entry 5:
H4O2Rb | ωB97M-V with the def2-TZVPD basis set

The calculation puts the HOMO energy at -16.15 eV. The calculation puts the gap between HOMO and LUMO at 12.4 eV. The energy relative to the best compared isomer or geometry (same formula, charge and spin) comes out at 3.33 kcal per mole. As for the electronic energy: -176.78038 a.u.

Geometry as ORCA input:
```
! RIJCOSX wB97M-V def2-TZVPD def2/J DEFGRID3
* xyz 1 1
Rb -0.27610 1.15263 -1.35618
O -0.23139 1.55324 1.45361
O 0.56577 -1.57297 -1.38447
H -0.02081 -1.86189 -2.09793
H -0.76588 0.91336 1.94474
H 0.25436 2.05188 2.12520
H 0.47404 -2.23625 -0.68498
*
```

***

Entry 6:
H4O2Si | ωB97M-V with the def2-TZVPD basis set

The calculation puts the HOMO energy (spin up / spin down) at -9.30 / -7.98 eV. The calculation puts the gap between HOMO and LUMO (spin up / spin down) at 8.1 / 6.7 eV. The energy relative to the best compared isomer or geometry (same formula, charge and spin) comes out at 192.33 kcal per mole. As for the electronic energy: -442.12596 a.u.

Geometry as ORCA input:
```
! RIJCOSX wB97M-V def2-TZVPD def2/J DEFGRID3
* xyz 0 1
Si 1.25756 -0.17006 0.03490
O -1.93325 0.31996 0.36321
O -1.32585 -0.63099 -0.51508
H 0.54368 1.04476 0.59791
H -2.48340 0.70343 -0.25755
H 2.42861 0.37451 -0.83683
H 1.51266 -1.64162 0.61343
*
```